3 unconnected molecules or ions with the total composition C3H10OS2. Source: OMol25; level of theory: wB97M-V/def2-TZVPD.

Summary:
- HOMO energy: -8.663 eV
- Relative energy (zero: lowest compared OMol25 entry of this formula, charge and spin): 510.8 kJ/mol
- Total energy: -991.717088 Eh
- Multiplicity: 1

Each atom is followed by the atoms it is bonded to, with distances in Å.
CARTESIAN COORDINATES (ANGSTROEM)
1 C -1.384 1.074 0.360  C2 1.539, C3 1.528, H6 1.114, H7 1.089
2 C -0.938 0.626 1.763  C1 1.539, H8 1.095, H9 1.059, H10 1.053
3 C -0.393 0.607 -0.707  C1 1.528, S4 1.797, H11 1.095, H12 1.081
4 S 1.309 1.113 -0.438  C3 1.797
5 S -2.151 -1.876 0.331  H13 1.327
6 H -1.237 2.177 0.396  C1 1.114
7 H -2.423 0.794 0.193  C1 1.089
8 H 0.034 0.123 1.721  C2 1.095
9 H -0.962 1.421 2.462  C2 1.059
10 H -1.639 -0.042 2.179  C2 1.053
11 H -0.661 0.939 -1.715  C3 1.095
12 H -0.391 -0.473 -0.767  C3 1.081
13 H -2.334 -3.188 0.260  S5 1.327
14 H 3.277 0.190 -1.527  O16 0.987
15 H 3.760 -0.893 -0.474  O16 0.949
16 O 4.041 -0.335 -1.189  H14 0.987, H15 0.949

2 unconnected molecules or ions with the total composition C3H10OS2. Source: OMol25; level of theory: wB97M-V/def2-TZVPD.

Summary:
- HOMO energy: -8.544 eV
- Relative energy (zero: lowest compared OMol25 entry of this formula, charge and spin): 22.8 kJ/mol
- SMILES string: CCSSC.O
- Total energy: -991.902929 Eh
- Multiplicity: 1

Each atom is followed by the atoms it is bonded to, with distances in Å.
CARTESIAN COORDINATES (ANGSTROEM)
1 C 0.059 -0.937 -1.285  C2 1.533, H6 1.094, H7 1.078, H8 1.092
2 C -1.223 -0.591 -0.521  C1 1.533, S3 1.833, H9 1.089, H10 1.096
3 S -0.937 -0.284 1.263  C2 1.833, S4 2.039
4 S -1.231 1.727 1.424  S3 2.039, C5 1.806
5 C -0.092 2.499 0.254  S4 1.806, H11 1.079, H12 1.091, H13 1.085
6 H 0.559 -0.075 -1.737  C1 1.094
7 H -0.125 -1.721 -2.001  C1 1.078
8 H 0.804 -1.292 -0.570  C1 1.092
9 H -1.756 0.241 -0.979  C2 1.089
10 H -1.967 -1.391 -0.607  C2 1.096
11 H -0.415 2.528 -0.775  C5 1.079
12 H -0.009 3.512 0.650  C5 1.091
13 H 0.883 2.031 0.337  C5 1.085
14 H 1.407 -2.705 1.267  O16 0.963
15 H 1.847 -1.349 1.803  O16 0.970
16 O 2.195 -2.194 1.478  H14 0.963, H15 0.970

C3H10OSSi in the gas phase. Source: OMol25; level of theory: wB97M-V/def2-TZVPD.

Summary:
- HOMO energy: -8.882 eV
- Relative energy (zero: lowest compared OMol25 entry of this formula, charge and spin): 238.7 kJ/mol
- SMILES string: CCCSO[SiH3]
- Total energy: -883.160494 Eh
- Multiplicity: 1

Each atom is followed by the atoms it is bonded to, with distances in Å.
CARTESIAN COORDINATES (ANGSTROEM)
1 C 1.174 1.542 0.907  C2 1.458, H7 1.118, H8 1.046, H9 1.086
2 C 0.678 0.839 -0.269  C1 1.458, C3 1.534, H10 1.089, H11 1.113
3 C -0.844 0.649 -0.254  C2 1.534, S6 1.812, H12 1.080, H13 1.067
4 O -1.503 -1.957 -1.122  Si5 1.656, S6 1.836
5 Si -0.841 -3.124 -0.152  O4 1.656, H14 1.356, H15 1.525, H16 1.451
6 S -1.449 -0.223 -1.723  C3 1.812, O4 1.836
7 H 0.578 2.357 1.388  C1 1.118
8 H 1.373 0.998 1.778  C1 1.046
9 H 2.075 2.006 0.516  C1 1.086
10 H 1.021 -0.195 -0.271  C2 1.089
11 H 0.932 1.436 -1.173  C2 1.113
12 H -1.335 1.607 -0.162  C3 1.080
13 H -1.080 0.084 0.620  C3 1.067
14 H -1.027 -2.946 1.179  Si5 1.356
15 H -1.742 -4.294 -0.533  Si5 1.525
16 H 0.518 -3.506 -0.490  Si5 1.451

2 unconnected molecules or ions with the total composition C3H10OSi2. Source: OMol25; level of theory: wB97M-V/def2-TZVPD.

Summary:
- HOMO energy: -9.333 eV
- Relative energy (zero: lowest compared OMol25 entry of this formula, charge and spin): 318.3 kJ/mol
- Total energy: -774.402835 Eh
- Multiplicity: 1

Each atom is followed by the atoms it is bonded to, with distances in Å.
CARTESIAN COORDINATES (ANGSTROEM)
1 C -1.752 1.714 0.205  C2 1.371, H7 1.069, H8 1.072
2 C -1.652 0.352 0.330  C1 1.371, Si6 1.885, H9 1.006
3 C 0.035 -0.972 -1.875  Si6 1.881, H10 1.089, H11 1.167, H12 1.098
4 O -0.269 -2.447 1.129  H13 0.992
5 Si 1.947 0.428 0.899  Si6 2.313, H14 1.443, H15 1.527, H16 1.571
6 Si 0.024 -0.405 -0.081  C2 1.885, C3 1.881, Si5 2.313
7 H -2.682 2.165 0.480  C1 1.069
8 H -1.006 2.321 -0.268  C1 1.072
9 H -2.512 -0.093 0.604  C2 1.006
10 H -0.986 -0.763 -2.191  C3 1.089
11 H 0.766 -0.349 -2.538  C3 1.167
12 H 0.336 -2.024 -1.957  C3 1.098
13 H -1.145 -2.314 1.577  O4 0.992
14 H 2.037 1.744 0.312  Si5 1.443
15 H 2.075 0.671 2.401  Si5 1.527
16 H 3.477 0.079 0.818  Si5 1.571

A gas-phase ion, C3H10PS3 (charge +1). Source: OMol25; level of theory: wB97M-V/def2-TZVPD.

Summary:
- HOMO energy (alpha / beta): -10.635 / -13.893 eV
- Relative energy (zero: lowest compared OMol25 entry of this formula, charge and spin): 0.0 kJ/mol
- Total energy: -1655.815002 Eh
- Net charge: +1
- <S²>: 2.01
- Multiplicity: 3

Each atom is followed by the atoms it is bonded to, with distances in Å.
CARTESIAN COORDINATES (ANGSTROEM)
1 C 2.287 0.690 0.508  C2 1.473, H8 1.112, H9 1.150, H10 1.107
2 C 1.071 -0.136 0.607  C1 1.473, C3 1.525, S6 1.906, H11 1.023
3 C 0.970 -1.045 -0.614  C2 1.525, H12 1.104, H13 1.179, H14 1.077
4 P -2.332 0.101 -0.553  S5 2.022, S6 2.497, S7 2.050
5 S -3.883 1.368 -0.277  P4 2.022, H15 1.352
6 S -0.491 0.908 0.929  C2 1.906, P4 2.497, H16 1.327
7 S -3.157 -1.437 0.522  P4 2.050, H17 1.227
8 H 2.247 1.538 1.226  C1 1.112
9 H 2.578 0.989 -0.563  C1 1.150
10 H 3.021 0.016 0.989  C1 1.107
11 H 1.047 -0.697 1.461  C2 1.023
12 H 1.012 -0.518 -1.583  C3 1.104
13 H -0.094 -1.545 -0.698  C3 1.179
14 H 1.796 -1.709 -0.807  C3 1.077
15 H -3.608 2.221 -1.290  S5 1.352
16 H 0.096 1.681 0.024  S6 1.327
17 H -2.559 -2.429 0.119  S7 1.227

2 unconnected molecules or ions with the total composition C3H10S2. Source: OMol25; level of theory: wB97M-V/def2-TZVPD.

Summary:
- HOMO energy (alpha / beta): -0.915 / -3.453 eV
- Relative energy (zero: lowest compared OMol25 entry of this formula, charge and spin): 12.3 kJ/mol
- Total energy: -916.661266 Eh
- Net charge: -1
- <S²>: 0.75
- Multiplicity: 2

Each atom is followed by the atoms it is bonded to, with distances in Å.
CARTESIAN COORDINATES (ANGSTROEM)
1 S -3.222 -1.298 0.572  S2 2.359, H3 1.338
2 S -2.476 0.856 1.179  S1 2.359, H4 1.338
3 H -2.454 -1.377 -0.520  S1 1.338
4 H -3.657 1.479 1.089  S2 1.338
5 C 1.190 -0.817 -1.107  C6 1.531, H8 1.097, H9 1.097, H10 1.096
6 C 0.895 -0.320 0.310  C5 1.531, C7 1.534, H11 1.090, H12 1.100
7 C 1.053 1.207 0.333  C6 1.534, H13 1.085, H14 1.087, H15 1.092
8 H 2.242 -0.779 -1.415  C5 1.097
9 H 0.861 -1.828 -1.374  C5 1.097
10 H 0.673 -0.171 -1.827  C5 1.096
11 H -0.001 -0.726 0.779  C6 1.090
12 H 1.714 -0.792 0.874  C6 1.100
13 H 0.914 1.474 1.376  C7 1.085
14 H 0.222 1.591 -0.252  C7 1.087
15 H 2.045 1.500 -0.018  C7 1.092